1.
{
  "formula": "C5H8N2",
  "method": "ωB97M-V/def2-TZVPD",
  "smiles": "CCc1cnc[nH]1",
  "e_tot_ev": -8294.2872,
  "e_lumo_ev": 0.87,
  "homo_energy_ev": -8.41,
  "species": ["C", "N", "H", "H", "H", "H", "H", "C", "C", "N", "H", "C", "C", "H", "H"],
  "xyz": [[0.4438, -0.1641, -0.2715], [-0.0639, 1.1091, -0.5195], [-2.3197, -0.4121, 1.1823], [-1.4643, -1.3557, 2.2674], [2.5177, -0.7839, -0.8560], [-1.0191, -1.8735, -0.2894], [0.6425, 2.6535, -1.9852], [-0.4006, -1.2142, 0.3109], [0.7708, 1.7748, -1.3780], [1.8167, 1.0065, -1.6363], [0.3003, -1.8767, 0.8487], [1.6665, -0.1219, -0.9214], [-1.2839, -0.6321, 1.4667], [-0.8035, 0.2566, 1.8636], [-0.8033, 1.6335, -0.0821]]
}

=====

2.
{
  "formula": "C5H8N2",
  "method": "ωB97M-V/def2-TZVPD",
  "smiles": "Cc1ccn(C)n1",
  "e_tot_ev": -8294.4677,
  "e_lumo_ev": 1.04,
  "homo_energy_ev": -8.98,
  "species": ["H", "H", "C", "H", "H", "H", "C", "H", "N", "N", "C", "C", "C", "H", "H"],
  "xyz": [[-2.6090, -0.5925, 1.3270], [3.1039, 0.3728, 0.3845], [-2.4355, -0.5883, 0.2477], [1.4479, 1.7647, -1.0540], [2.7310, -1.2609, -0.2819], [-3.2052, 0.0405, -0.2078], [-1.0491, -0.0896, -0.0415], [-1.2879, 1.8543, -1.1800], [0.0223, -0.7306, 0.4357], [1.0769, 0.0089, 0.0687], [0.6939, 1.1000, -0.6190], [-0.6839, 1.0764, -0.7574], [2.4095, -0.4675, 0.4031], [-2.5824, -1.6034, -0.1389], [2.3674, -0.8849, 1.4137]]
}

=====

3.
{
  "formula": "C5H8N2",
  "method": "ωB97M-V/def2-TZVPD",
  "e_tot_ev": -8289.1882,
  "e_lumo_ev": [0.25, -0.76],
  "homo_energy_ev": [-8.55, -8.56],
  "species": ["H", "C", "C", "H", "N", "H", "C", "C", "C", "H", "H", "H", "N", "H", "H"],
  "xyz": [[-3.0458, -0.7660, 3.4555], [2.0657, -0.4581, -0.9435], [-0.5911, -0.8758, 1.5023], [2.1721, -0.8223, 0.1741], [-0.3455, -0.3097, -0.8515], [2.9193, -0.1449, -1.4413], [0.7105, 0.5381, -2.7828], [-2.9840, -0.6941, 2.3767], [0.7712, -0.0864, -1.3990], [1.6156, 0.9816, -3.1016], [-3.3729, 0.3795, 2.2201], [0.2227, -0.1093, -3.5126], [-1.6646, -0.8073, 1.9316], [0.0779, 1.3654, -2.9003], [-3.6308, -1.5141, 1.8798]]
}

=====

4.
{
  "formula": "C5H8N2",
  "method": "ωB97M-V/def2-TZVPD",
  "smiles": "[H]/N=C/C(N)=C=CC",
  "e_tot_ev": -8292.8229,
  "e_lumo_ev": 0.96,
  "homo_energy_ev": -8.38,
  "species": ["H", "H", "N", "H", "C", "H", "H", "H", "C", "C", "C", "C", "N", "H", "H"],
  "xyz": [[-2.0460, 0.8391, 2.3666], [2.5199, 0.7447, -0.8375], [-1.1076, -1.7439, -1.1374], [-0.5933, 1.6330, 2.9820], [-0.6088, 1.2578, 0.8472], [-0.5466, -0.0911, 2.5307], [-1.4800, -2.4404, -1.7833], [0.4273, -1.5593, -2.5519], [-0.9552, 0.8869, 2.2653], [-0.0346, -1.2468, -1.6042], [0.1092, 0.5346, 0.0303], [0.7177, -0.1861, -0.8887], [2.0416, 0.0166, -1.3532], [2.5995, -0.8304, -1.3344], [-1.0431, 2.1855, 0.4685]]
}

=====

5.
{
  "formula": "C5H8N2",
  "method": "ωB97M-V/def2-TZVPD",
  "smiles": "CC1(C#N)CNC1",
  "e_tot_ev": -8292.6474,
  "e_lumo_ev": 0.74,
  "homo_energy_ev": -9.31,
  "species": ["H", "C", "H", "C", "H", "H", "C", "C", "H", "N", "N", "H", "H", "C", "H"],
  "xyz": [[1.0597, 1.5868, -0.0058], [-2.1222, -1.0606, -0.2095], [1.1895, -0.8440, 0.3971], [-0.5446, 0.9001, -1.0892], [-1.6611, 1.4251, 1.3682], [0.6054, -1.8019, -0.8941], [-0.9190, -0.2699, -0.0401], [-0.7165, 0.8251, 0.9769], [-1.5131, 1.1651, -1.5255], [-2.7943, -1.9879, -0.3295], [0.0085, 1.6504, -0.0090], [0.0753, 0.4332, -1.8928], [0.1115, -2.0460, 0.8852], [0.2947, -1.3035, 0.0496], [-0.1021, 0.5013, 1.8165]]
}

=====

6.
{
  "formula": "C5H8N2",
  "method": "ωB97M-V/def2-TZVPD",
  "smiles": "CCn1ccnc1",
  "e_tot_ev": -8294.8598,
  "e_lumo_ev": 0.91,
  "homo_energy_ev": -8.72,
  "species": ["C", "H", "H", "H", "N", "N", "C", "H", "H", "C", "H", "H", "C", "H", "C"],
  "xyz": [[0.3277, -1.1434, -0.4133], [0.3974, -1.2480, -1.5011], [0.2607, 1.4141, -1.5858], [1.6427, -0.9851, 1.3048], [-1.8971, 1.3574, 0.9484], [-0.4673, 0.0381, -0.1192], [1.7160, -1.0894, 0.2176], [-1.5852, 3.0910, -0.2473], [2.2871, -0.2398, -0.1698], [-1.3005, 2.0637, -0.0642], [-0.2324, -2.0067, -0.0388], [-1.6397, -0.6708, 1.5295], [-1.3758, 0.1589, 0.8851], [2.2689, -2.0079, -0.0064], [-0.4025, 1.2679, -0.7394]]
}